Entry from OMol25: 4 unconnected molecules or ions with the total composition C17H33NO8 at a distorted geometry (wB97M-V/def2-TZVPD).

Its total charge is -2. The calculation puts the total energy at -36030.2072 eV. For the HOMO energy, the calculation gives 1.96 eV.

Cartesian coordinates (Å):
1 C 0.80 -2.13 -5.71
2 C 1.43 -3.60 -5.58
3 C 0.82 -4.51 -4.42
4 C 0.67 -3.77 -3.01
5 N 1.80 -5.63 -4.21
6 C 1.39 -6.79 -4.98
7 O 1.01 -6.75 -6.22
8 O 1.45 -8.03 -4.37
9 H 1.66 -1.42 -5.98
10 H 0.01 -2.08 -6.53
11 H 0.34 -1.71 -4.76
12 H 1.25 -4.15 -6.56
13 H 2.55 -3.54 -5.40
14 H -0.19 -4.97 -4.67
15 H 0.69 -4.48 -2.12
16 H -0.27 -3.11 -3.02
17 H 1.54 -3.02 -2.96
18 O -1.08 -2.34 0.10
19 C -0.21 -2.41 0.93
20 O 0.89 -1.64 0.82
21 C 1.90 -1.52 1.83
22 C 2.91 -2.64 1.73
23 C -0.29 -3.41 2.04
24 H 1.45 -1.45 2.83
25 H 2.40 -0.57 1.66
26 H 2.45 -3.62 1.89
27 H 3.71 -2.51 2.47
28 H 3.36 -2.66 0.73
29 H 0.05 -4.38 1.68
30 H -1.33 -3.49 2.36
31 H 0.28 -3.14 2.93
32 O -0.78 2.13 2.04
33 C -0.92 1.94 0.85
34 O -0.99 2.99 0.02
35 C -0.99 2.87 -1.41
36 C -2.39 2.60 -1.94
37 C -1.11 0.55 0.31
38 H -0.26 2.13 -1.75
39 H -0.64 3.84 -1.80
40 H -2.78 1.66 -1.57
41 H -2.38 2.58 -3.04
42 H -3.08 3.39 -1.61
43 H -2.16 0.26 0.44
44 H -0.48 -0.12 0.87
45 H -0.83 0.45 -0.73
46 O -2.82 5.60 6.79
47 C -2.12 5.71 5.81
48 O -1.75 4.62 5.13
49 C -1.07 4.64 3.86
50 C 0.42 4.79 4.05
51 C -1.58 7.05 5.39
52 H -1.49 5.41 3.21
53 H -1.28 3.69 3.38
54 H 0.68 5.73 4.54
55 H 0.93 4.76 3.08
56 H 0.81 3.99 4.68
57 H -0.70 7.28 5.99
58 H -2.35 7.80 5.58
59 H -1.33 7.11 4.34

So, what does the natural (NBO) scheme give us? The charges, in e, come out as: -0.65, -0.43, -0.06, -0.64, -0.81, 0.82, -0.87, -0.93, 0.17, 0.18, 0.19, 0.24, 0.20, 0.17, 0.22, 0.16, 0.17, -0.56, 0.79, -0.51, -0.08, -0.65, -0.75, 0.17, 0.19, 0.21, 0.20, 0.24, 0.26, 0.24, 0.21, -0.63, 0.81, -0.52, -0.09, -0.64, -0.75, 0.19, 0.19, 0.22, 0.22, 0.21, 0.25, 0.26, 0.24, -0.59, 0.80, -0.50, -0.10, -0.64, -0.75, 0.16, 0.26, 0.19, 0.23, 0.22, 0.24, 0.24, 0.22